Below is 6 unconnected molecules or ions with the total composition C5H22O6, with properties calculated with ωB97M-V/def2-TZVPD.

Relative energy (zero: lowest compared OMol25 entry of this formula, charge and spin): 2.020 eV
E: -655.0663 hartree

Structure (XYZ):
```
33
Properties=species:S:1:pos:R:3:lowdin_charge:R:1
C -32.84812 16.25858 8.94057 -0.15
O -32.11298 15.68162 10.01061 -0.13
H -33.55522 17.00501 9.30150 0.07
H -32.17098 16.63888 8.17146 0.08
H -33.40069 15.44007 8.47711 0.08
H -31.47294 16.32671 10.32903 0.03
C -35.56032 17.07060 13.01048 -0.16
O -34.39443 17.02076 12.20235 -0.13
H -35.32531 17.31872 14.05252 0.07
H -36.19389 17.86352 12.62190 0.08
H -36.11319 16.12860 12.99804 0.08
H -33.91300 16.21361 12.41158 0.07
C -30.89154 17.58055 12.43556 -0.14
O -30.02351 17.66071 11.30774 -0.14
H -31.92194 17.64039 12.09106 0.06
H -30.69677 16.70175 13.05231 0.08
H -30.77676 18.45959 13.08516 0.09
H -29.19279 18.06898 11.58227 0.03
C -27.77305 15.13848 14.21154 -0.09
C -26.53630 15.04536 15.07069 -0.32
O -26.46800 16.07936 16.04545 -0.08
H -27.78156 14.44234 13.36702 0.08
H -27.90092 16.11552 13.73577 0.05
H -28.70117 14.94903 14.75808 0.08
H -25.64426 15.14322 14.44877 0.11
H -26.48146 14.05616 15.53433 0.11
H -26.92355 15.79238 16.84106 0.08
O -27.30442 18.13940 11.95462 -0.03
H -26.91116 17.66232 12.69174 0.04
H -26.74044 18.90583 11.81813 0.07
O -27.42379 15.43681 10.37500 -0.06
H -26.71754 15.96619 10.75308 0.01
H -28.15578 16.05792 10.29356 0.02
```